[1]
The following is a quantum chemistry calculation of C13H20CuF5N4O8Te as an isolated structure, from the Open Molecules 2025 dataset.

```
52
Properties=species:S:1:pos:R:3:mulliken_charge:R:1
Cu 0.0964 0.0007 -0.0681 0.1857
C 2.7910 -2.5758 -2.2736 -1.7150
C 1.7288 -1.6940 -1.7026 0.7118
N 1.7721 -1.1745 -0.5353 0.6286
O 2.8967 -1.4731 0.2398 -0.7104
C 0.5222 -1.4056 -2.4896 0.3420
C 0.3107 -1.9126 -3.8725 -1.7513
N -0.3902 -0.6961 -1.8594 0.9932
O -1.5101 -0.4561 -2.3815 -0.7825
H 3.5243 -2.8415 -1.5196 0.4122
H 3.2980 -2.0704 -3.0982 0.3222
H 2.3386 -3.4801 -2.6822 0.3693
H 2.5194 -1.5707 1.1338 0.5598
H 1.1493 -1.6637 -4.5283 0.3758
H -0.5933 -1.4498 -4.2621 0.4094
H 0.1837 -2.9993 -3.9112 0.3187
O 0.8086 5.8848 0.0663 -0.5576
C 1.9407 5.3376 0.4689 0.4405
O 2.8435 5.9911 0.9423 -0.6489
C 2.0862 3.8682 0.2823 0.3412
C 3.2549 3.1988 0.5699 -0.4437
N 3.0541 1.9086 0.2549 -0.1705
N 1.8231 1.6894 -0.2227 -0.1075
C 1.2144 2.8589 -0.1940 -0.1691
C -0.2584 2.8754 -0.5193 0.7295
O -0.7677 3.9801 -0.7793 -0.9099
O -0.8630 1.7714 -0.4930 -0.2807
H 0.1685 5.1800 -0.2715 0.4552
H 4.1859 3.5666 0.9628 0.5335
H 3.6703 1.1181 0.3579 0.1468
F -0.1170 -2.3045 1.0397 -0.5037
Te -0.1505 -1.3911 2.6947 1.7506
F 1.6672 -2.0134 2.6332 -0.5009
F -1.7727 -1.0516 3.5565 -0.3934
F 0.4551 -0.9010 4.3867 -0.3938
F -0.5309 -3.1056 3.2950 -0.4015
O 0.3668 0.1976 1.8981 -0.7382
C -2.5445 1.3708 1.9708 -1.3387
C -2.9957 0.1960 1.1384 -0.5983
O -2.0914 -0.9725 1.1340 0.1508
C -2.8537 -2.1950 0.9292 -0.4191
C -3.1369 -2.4171 -0.5340 -1.1171
H -3.3906 2.0656 1.9591 0.4449
H -1.6900 1.8778 1.5412 0.1511
H -2.3465 1.1080 3.0026 0.2651
H -3.0677 0.4819 0.0874 0.3052
H -3.9617 -0.1710 1.4926 0.6054
H -3.7576 -2.0974 1.5344 0.4450
H -2.2500 -2.9974 1.3471 0.3412
H -3.5290 -1.5264 -1.0210 0.2825
H -3.8698 -3.2233 -0.6307 0.4779
H -2.2314 -2.6969 -1.0699 0.1568
```

Results
largest force on an atom: 2.13 eV/Å
gap between HOMO and LUMO (alpha / beta): 7.27 / 7.15 eV
2S+1: 2
E_LUMO (alpha / beta): 1.91 / 1.85 eV
net charge: -1
<S²>: 0.754
energy above the lowest of the compared OMol25 structures with the same formula, charge and spin: 26.5 kcal/mol
energy: -101667.076 eV

***

[2]
The following is a quantum chemistry calculation of one molecule with the formula C13H20N2O6, from the Open Molecules 2025 dataset.

```
41
Properties=species:S:1:pos:R:3:mulliken_charge:R:1
O 6.2340 1.4789 -0.9584 -0.6224
N 5.9664 0.6364 -0.1242 1.0046
O 6.7326 0.2639 0.7431 -0.6313
C 4.6647 0.0445 -0.1645 -0.1604
C 3.7529 0.4439 -1.1351 -0.6990
C 2.4970 -0.1226 -1.1810 -0.0884
C 2.1384 -1.0977 -0.2454 0.4814
O 0.9428 -1.7086 -0.1848 -0.3406
C -0.0725 -1.3474 -1.1079 -0.2070
C -1.4073 -1.9384 -0.6252 -0.0790
O -2.4241 -1.5997 -1.5281 -0.6788
C -1.7615 -1.4413 0.7943 -1.3008
N -2.0690 -0.0211 0.7693 0.4192
C -1.0154 0.8496 1.2555 -0.6169
C -0.7774 2.0659 0.3291 -0.6062
O -0.9195 1.7468 -1.0298 -0.6793
C -3.4107 0.3513 1.1652 -0.7506
C -4.0097 1.4118 0.2241 -0.7046
O -3.8272 1.0748 -1.1353 -0.5712
C 3.0687 -1.4931 0.7289 -0.4781
C 4.3199 -0.9307 0.7706 -0.3734
H 4.0443 1.1996 -1.8484 0.4669
H 1.8025 0.1989 -1.9392 0.4577
H 0.1606 -1.7460 -2.1028 0.4658
H -0.1773 -0.2585 -1.1740 -0.0654
H -1.3431 -3.0310 -0.6173 0.5604
H -2.5460 -0.6389 -1.4520 0.4762
H -2.6302 -2.0099 1.1358 0.3560
H -0.9285 -1.6700 1.4655 0.5779
H -0.0914 0.2721 1.3005 0.2004
H -1.2318 1.2208 2.2699 0.3981
H 0.2510 2.4135 0.4587 0.4719
H -1.4462 2.8929 0.6013 0.2681
H -1.8542 1.5426 -1.1937 0.3588
H -3.4475 0.7435 2.1948 0.3500
H -4.0474 -0.5359 1.1168 0.3715
H -3.5184 2.3761 0.3578 0.2400
H -5.0740 1.5394 0.4577 0.4490
H -4.3633 0.2998 -1.3431 0.3757
H 2.7735 -2.2498 1.4381 0.4420
H 5.0444 -1.2266 1.5134 0.4617
```

Results
largest force on an atom: 1.36 eV/Å
gap between HOMO and LUMO: 8.88 eV
2S+1: 1
E_LUMO: -0.18 eV
energy above the lowest of the compared OMol25 structures with the same formula, charge and spin: 112.6 kcal/mol
SMILES: O=[N+]([O-])c1ccc(OC[C@H](O)CN(CCO)CCO)cc1
energy: -29067.095 eV

***

[3]
The following is a quantum chemistry calculation of C13H20N4O6RuS as an isolated structure, from the Open Molecules 2025 dataset.

```
45
Properties=species:S:1:pos:R:3:mulliken_charge:R:1
Ru 0.2217 -0.5508 -0.0351 0.7932
O -2.0071 -4.2532 1.6050 -0.4980
C -1.2926 -3.2182 1.1628 0.6059
O -1.0285 -3.0111 0.0108 -0.3689
C -0.7881 -2.3683 2.3209 -0.6334
O -0.5965 -1.0040 1.9689 -0.2666
C -1.8065 -0.2046 2.0823 -0.4331
C -2.5284 0.0031 0.7426 0.3012
O -3.5529 0.6632 0.7819 -0.7233
O -1.9418 -0.4585 -0.3010 -0.5461
H -2.2660 -4.7950 0.8422 0.3943
H -1.4705 -2.4488 3.1653 0.3778
H 0.1786 -2.7699 2.6328 0.3532
H -2.4793 -0.6565 2.8088 0.5377
H -1.4938 0.7672 2.4594 0.2834
N 3.3161 -3.3609 0.3021 -0.3837
C 2.4767 -2.3315 0.3742 0.6996
O 1.4524 -2.2986 -0.3362 -0.5873
C 2.7328 -1.1895 1.3093 -0.7703
C 2.0596 0.0425 0.7100 -0.8422
H 3.1085 -4.1278 -0.3181 0.2565
H 4.1599 -3.3856 0.8466 0.2149
H 3.8011 -1.0614 1.5030 0.5075
H 2.2692 -1.4550 2.2649 0.1900
H 2.6973 0.4931 -0.0552 0.4045
H 1.9006 0.7959 1.4808 0.6029
S 0.0784 0.2815 -4.4269 -0.1214
C 1.7107 0.0107 -3.9990 -0.2638
C 1.8125 -0.2096 -2.6680 -0.8378
N 0.6110 -0.1736 -2.0022 0.4886
C -0.3893 0.0692 -2.8159 -0.2870
H 2.5007 0.0270 -4.7301 0.4380
H 2.7190 -0.4145 -2.1243 0.3176
H -1.4127 0.1021 -2.4658 0.4948
C -2.6453 3.8094 -0.1773 -0.7437
N -1.2246 3.5729 -0.4834 -0.0019
C -0.4073 4.6939 -0.9427 -0.9431
C -0.6772 2.4431 -0.1540 0.3940
N -0.2064 1.4331 0.1633 -0.2396
H -3.1449 4.1544 -1.0813 0.3142
H -2.7272 4.5730 0.5972 0.3158
H -3.1062 2.8854 0.1671 0.2217
H -0.8587 5.1213 -1.8368 0.3264
H 0.5945 4.3458 -1.1810 0.3295
H -0.3494 5.4591 -0.1678 0.3279
```

Results
largest force on an atom: 0.38 eV/Å
gap between HOMO and LUMO (alpha / beta): 9.43 / 8.23 eV
2S+1: 2
E_LUMO (alpha / beta): -2.04 / -3.13 eV
net charge: +1
<S²>: 0.754
energy above the lowest of the compared OMol25 structures with the same formula, charge and spin: 2.2 kcal/mol
energy: -45462.584 eV

***

[4]
The following is a quantum chemistry calculation of C13H20N5O2PdS2 as an isolated structure, from the Open Molecules 2025 dataset.

```
43
Properties=species:S:1:pos:R:3:mulliken_charge:R:1
Pd -0.0901 -0.2967 0.1354 0.2820
C -2.8286 1.2183 -0.5422 -0.7370
C -1.7394 2.2604 -0.3171 -0.9412
N -0.4018 1.7595 -0.6597 0.0185
C 0.0070 1.8363 -2.0704 -0.8783
C -0.6729 0.8254 -2.9942 -0.5158
S -0.6569 -0.8913 -2.3677 -0.2128
C -2.4165 -1.3139 -2.1822 -0.7882
C -2.9763 -1.2299 -0.7573 -0.6669
N -2.4527 -0.0948 0.0004 0.0856
H -3.0395 1.1041 -1.6030 0.2979
H -3.7527 1.5864 -0.0887 0.3959
H -1.7136 2.5289 0.7388 0.4264
H -1.9744 3.1702 -0.8780 0.4119
H 0.2726 2.2799 -0.1043 0.3673
H 1.0845 1.6672 -2.0947 0.3888
H -0.1751 2.8398 -2.4719 0.3493
H -0.1465 0.8224 -3.9472 0.4772
H -1.7065 1.0921 -3.2028 0.3259
H -2.5210 -2.3391 -2.5342 0.4502
H -2.9668 -0.6920 -2.8868 0.5106
H -2.7180 -2.1352 -0.2088 0.4217
H -4.0693 -1.1935 -0.8438 0.3188
H -2.7060 -0.1773 0.9806 0.3155
N -0.5329 -3.7242 -0.5705 -0.2589
C 0.1308 -3.4113 0.5777 0.4882
N 0.6962 -2.2526 0.7860 -0.3511
C 1.3485 -2.2458 2.0295 -0.1372
C 2.1285 -1.2091 2.5264 -0.2988
C 2.6896 -1.3466 3.7819 -0.7895
C 2.4978 -2.5059 4.5330 -0.5422
C 1.7509 -3.5582 4.0356 -0.4504
C 1.1872 -3.4118 2.7776 0.8619
S 0.2510 -4.5666 1.8645 -0.2401
H -0.2059 -3.2456 -1.3975 0.2099
H -0.7637 -4.6943 -0.7144 0.2628
H 2.3002 -0.3152 1.9401 0.4390
H 3.2914 -0.5438 4.1844 0.4010
H 2.9471 -2.5895 5.5126 0.3936
H 1.6194 -4.4669 4.6065 0.4013
O -0.9919 0.0606 2.9101 -0.5744
N -0.3945 0.6740 2.0550 0.6100
O 0.4604 1.5099 2.2923 -0.5287
```

Results
largest force on an atom: 1.19 eV/Å
gap between HOMO and LUMO (alpha / beta): 8.84 / 6.73 eV
2S+1: 3
E_LUMO (alpha / beta): -2.23 / -4.69 eV
net charge: +1
<S²>: 2.015
energy: -50493.539 eV

***

[5]
The following is a quantum chemistry calculation of C13H21AlF6N2O6PS as an isolated structure, from the Open Molecules 2025 dataset.

```
51
Properties=species:S:1:pos:R:3:mulliken_charge:R:1
C 0.0733 -1.2489 1.9254 -0.9938
P 0.3259 0.4211 1.1866 0.0911
O -1.2636 0.6397 0.6288 -0.4345
Al 1.6638 -0.0521 -0.7409 0.0979
C 2.8122 1.5527 -1.2375 -0.7337
C 3.3030 1.3692 -2.6781 -0.5631
S 3.1601 2.9257 -3.6570 -0.2365
C 2.7037 2.2695 -5.1983 0.4490
N 3.3642 2.2186 -6.3060 -0.3608
N 2.5368 1.5978 -7.2405 -0.4037
C 1.4539 1.3212 -6.6130 0.0769
O 1.4597 1.7126 -5.3354 -0.1995
H -0.2899 -1.9473 1.1677 0.1102
H 1.0467 -1.6030 2.2799 0.3479
H -0.6422 -1.1909 2.7497 0.3524
H -1.4417 1.5859 0.6352 0.2565
H 0.7133 -0.3563 -2.0352 -0.2580
H 2.6422 -1.3281 -0.4783 -0.2745
H 2.2698 2.4952 -1.1197 0.3726
H 3.6782 1.5738 -0.5648 0.3525
H 2.7219 0.6217 -3.2293 0.2155
H 4.3503 1.0636 -2.7166 0.3332
H 0.5706 0.8193 -6.9782 0.4045
C 1.4819 -7.0323 4.7645 -1.0962
C 0.5576 -7.6230 3.7232 -0.2255
O -0.1327 -6.5883 2.9952 -0.3181
C 0.5479 -6.0348 1.9965 0.2319
O 1.6513 -6.3192 1.6399 -0.5162
C -0.3234 -4.9634 1.2991 1.0729
F -0.9677 -4.2199 2.1982 -0.2382
F -1.2449 -5.5844 0.5372 -0.2856
F 0.4185 -4.1961 0.5274 -0.2163
H 0.9285 -6.3752 5.4355 0.3014
H 1.9349 -7.8311 5.3522 0.3667
H 2.2771 -6.4551 4.2950 0.3177
H -0.2349 -8.2106 4.1819 0.3083
H 1.0992 -8.2539 3.0192 0.3221
C -4.7054 5.5168 -1.2003 -1.0811
C -3.2312 5.8087 -1.0355 -0.2346
O -2.8588 5.8435 0.3614 -0.3366
C -2.6336 4.6624 0.9195 0.3628
O -2.7339 3.5922 0.4010 -0.5039
C -2.1653 4.8505 2.3817 0.8921
F -2.9206 5.7612 3.0156 -0.2629
F -0.9000 5.2807 2.3991 -0.2581
F -2.2418 3.7083 3.0446 -0.2293
H -5.3030 6.2445 -0.6502 0.2967
H -4.9740 5.5702 -2.2553 0.3641
H -4.9474 4.5201 -0.8343 0.3157
H -2.9749 6.7973 -1.4094 0.3147
H -2.6157 5.0703 -1.5473 0.3332
```

Results
largest force on an atom: 0.53 eV/Å
gap between HOMO and LUMO: 5.75 eV
2S+1: 1
E_LUMO: 2.36 eV
net charge: -1
energy: -72113.883 eV